1.
Here is a molecular structure, C50H61CaN4S2Sb2 from the Open Molecules 2025 dataset. Energies are from ωB97M-V with the def2-TZVPD basis set.

Element x y z (Å)
Ca 1.18157 -0.26786 -1.41497
C -0.15534 1.38923 -2.94781
C 1.20316 1.53514 -3.37616
C 1.62058 0.27102 -3.94589
C 0.47515 -0.52984 -3.90413
C -0.61046 0.06990 -3.26487
C -2.00723 -0.57563 -3.19575
C -1.98188 -1.67517 -4.26117
C -3.12095 0.47716 -3.40235
C -2.26011 -1.18643 -1.80845
C 2.90593 -0.18940 -4.64846
C 4.06907 -0.18609 -3.65232
C 2.78550 -1.66925 -5.01721
C 3.29766 0.62349 -5.89502
C 1.90044 2.89422 -3.42135
C 1.41677 3.48891 -4.74780
C 1.50454 3.80630 -2.22673
C 3.41259 2.91118 -3.37330
H -0.71488 2.25050 -2.47233
H 0.42775 -1.46283 -4.42649
H -1.58088 -1.31072 -5.24328
H -2.96993 -2.11541 -4.48805
H -1.44303 -2.50121 -3.89708
H -3.08764 0.87432 -4.40037
H -3.12829 1.26682 -2.62237
H -4.09099 -0.01985 -3.41820
H -1.62871 -2.00240 -1.58565
H -3.29885 -1.54280 -1.66652
H -2.08007 -0.37505 -1.06854
H 3.74140 -0.79280 -2.77436
H 4.31537 0.78190 -3.28721
H 4.95052 -0.64880 -4.13679
H 2.84969 -2.34567 -4.11252
H 3.66377 -1.89372 -5.63103
H 1.94644 -2.06506 -5.61711
H 3.50065 1.66405 -5.66353
H 2.50111 0.65305 -6.64800
H 4.18075 0.18123 -6.32753
H 0.35983 3.73901 -4.68039
H 1.55746 2.79423 -5.58625
H 1.95658 4.38436 -4.96933
H 0.40407 4.02949 -2.16268
H 2.03353 4.77125 -2.35500
H 1.86433 3.40596 -1.27033
H 3.90073 2.41837 -4.17242
H 3.81212 2.51586 -2.40768
H 3.69461 3.98513 -3.43960
N 0.16113 -3.90161 -2.50571
C 0.88100 -3.66396 -1.35843
N 1.57104 -2.62049 -1.08774
C 2.32830 -2.84505 0.06184
C 2.04762 -3.99278 0.68545
S 0.97550 -4.94810 -0.21969
C 3.34952 -1.85773 0.35000
C 4.63280 -2.16323 0.73109
S 5.59746 -0.79825 0.87529
C 4.23335 0.17891 0.42647
N 3.16542 -0.54627 0.11087
N 4.24353 1.53493 0.40744
H 0.06448 -3.09197 -3.14648
H -0.68773 -4.45349 -2.53321
H 2.42401 -4.42718 1.57795
H 4.98504 -3.14688 0.85246
H 5.17462 1.94558 0.40531
H 3.55545 2.15963 0.86128
C 0.21482 0.10694 3.21546
C 0.70812 -1.13043 2.51231
C -0.17141 -2.33045 2.82670
Sb -2.09331 -2.30902 1.94386
C -3.12489 -1.22585 3.45543
C -2.82845 -1.38659 4.77340
C -3.47028 -0.64444 5.73968
C -4.41270 0.30282 5.38139
C -4.68457 0.51676 4.03515
C -4.05346 -0.24538 3.04837
C -2.65750 -4.30926 2.57581
C -2.29384 -5.40669 1.82495
C -2.70835 -6.69768 2.15048
C -3.48533 -6.84427 3.26952
C -3.83246 -5.79360 4.07133
C -3.43003 -4.52128 3.72374
Sb 1.20537 1.91751 2.46217
C -0.48043 2.70781 1.30858
C -1.77382 2.25393 1.35526
C -2.77810 2.82555 0.59942
C -2.51808 4.01561 -0.08858
C -1.21912 4.49688 -0.19955
C -0.18032 3.83361 0.50356
C 0.60387 3.18390 4.11829
C 1.10947 4.47829 4.18272
C 0.72747 5.29041 5.25892
C -0.13523 4.88689 6.26875
C -0.62077 3.59546 6.17764
C -0.26925 2.75585 5.12404
H 0.37114 -0.01605 4.27879
H -0.93205 0.16094 3.18142
H 1.78358 -1.22482 2.68454
H 0.53322 -1.01886 1.40484
H -0.31077 -2.50393 3.92966
H 0.24777 -3.25306 2.49390
H -2.15863 -2.18801 5.12216
H -3.20195 -0.89073 6.77860
H -4.93222 0.88489 6.12011
H -5.39323 1.29970 3.78121
H -4.48399 -0.14096 2.01436
H -1.62985 -5.22912 1.01496
H -2.42127 -7.57897 1.58102
H -3.83082 -7.81812 3.56905
H -4.49835 -5.91034 4.88874
H -3.76375 -3.72674 4.33588
H -1.99086 1.44394 2.02397
H -3.76937 2.43710 0.77113
H -3.31588 4.64167 -0.52479
H -1.03098 5.37427 -0.79448
H 0.85658 4.17596 0.45101
H 1.73526 4.88652 3.41681
H 1.13054 6.31632 5.27527
H -0.39745 5.51453 7.12091
H -1.26442 3.12159 6.92813
H -0.65661 1.73076 5.07420

As for the HOMO energy: -9.96 eV. Its energy relative to the best compared isomer or geometry (same formula, charge and spin) is 32.27 kcal per mole. The net charge is +1. The total energy comes out at -4115.170306 hartree. Its molecular weight is 1065.798 g mol⁻¹.


2.
Here is 8 unconnected molecules or ions with the total composition C50H61F7NO22PS from the Open Molecules 2025 dataset. Energies are from ωB97M-V with the def2-TZVPD basis set.

Element x y z (Å)
C 2.55343 -8.26446 -1.56525
C 2.60994 -7.16595 -0.87328
C 2.42007 -5.84576 0.01617
C 1.43779 -5.73376 1.23356
C 0.50560 -7.02227 1.60160
C -1.03216 -6.47819 1.48080
C -1.95562 -7.33636 0.47287
C -2.36083 -6.50385 -0.88319
C -3.85215 -5.88880 -0.83009
C -3.86824 -4.26868 -0.56610
C -4.85046 -3.59161 -1.67321
C -5.39093 -2.13371 -1.25636
C -4.19052 -1.03761 -1.04123
C -4.55722 0.00371 0.16878
C -4.08240 -0.52721 1.61444
C -4.62843 0.33669 2.86393
C -4.10666 -0.37704 4.24414
C -2.65478 0.30724 4.55764
C 1.37840 -4.37573 2.06953
P 0.25143 -4.16256 3.60903
C -1.18997 -3.06843 2.99836
O 1.11234 -3.29926 4.85178
C 2.28250 -3.13314 1.63044
C 3.25380 -3.20027 0.36706
C 3.28914 -4.60545 -0.38623
S 4.45207 -4.65158 -1.86073
C 4.14060 -2.96045 -2.61756
C 4.07364 -2.74012 -4.16388
C 3.76805 -1.32213 -4.78142
C 3.53039 -0.14578 -3.73540
C 3.63961 -0.36806 -2.16245
C 3.95052 -1.79539 -1.54242
N 4.05792 -2.03034 -0.06413
H 2.66026 -9.26388 -2.11998
H 0.65057 -7.37258 2.68989
H 0.65890 -7.88136 0.83477
H -1.53697 -6.52946 2.52560
H -1.07628 -5.37481 1.11367
H -2.97104 -7.51967 1.01641
H -1.54923 -8.39125 0.22871
H -1.57428 -5.67457 -0.99529
H -2.24310 -7.21167 -1.79360
H -4.50654 -6.45483 -0.05745
H -4.33256 -6.01349 -1.88472
H -4.21791 -4.03238 0.51378
H -2.82839 -3.79959 -0.68682
H -5.78054 -4.27239 -1.81234
H -4.26631 -3.54644 -2.65901
H -6.13353 -2.14409 -0.36959
H -6.00274 -1.72291 -2.15836
H -3.21945 -1.59163 -0.77847
H -4.10481 -0.44076 -2.03397
H -4.01044 1.01090 -0.04063
H -5.68460 0.22746 0.16809
H -2.92493 -0.43829 1.63145
H -4.32051 -1.63854 1.77602
H -4.17496 1.38991 2.84093
H -5.77426 0.30564 2.90477
H -4.03143 -1.51686 4.11720
H -4.79629 -0.17248 5.14038
H -2.02326 0.27036 3.58265
H -2.80083 1.40052 4.87834
H -2.10020 -0.27180 5.37970
H -2.13923 -3.34645 3.59982
H -0.94964 -1.93816 3.06693
H -1.36764 -3.30329 1.88044
H 0.97407 -2.32637 4.68999
H 2.20545 -2.14188 2.23247
H 4.25602 -3.64909 -4.84372
H 3.68784 -1.17005 -5.92441
H 3.27237 0.89193 -4.16371
H 3.45597 0.51998 -1.46352
H 3.70493 -1.19590 0.43990
O -1.89969 -0.60482 -2.95946
C -1.24957 0.37231 -3.19923
O -1.55885 1.27920 -4.17053
C -0.62778 2.34241 -4.04320
C 0.51998 1.68177 -3.34995
F 1.17228 2.55846 -2.54561
O -0.10497 0.71070 -2.53960
H -1.07318 3.14639 -3.44972
H -0.35067 2.74062 -5.02090
H 1.23204 1.19551 -4.02311
O 3.84770 3.86012 3.07682
C 3.68847 3.74214 1.89435
O 2.50534 3.39633 1.31192
C 2.69970 3.49619 -0.09145
C 4.18050 3.34659 -0.22235
F 4.64891 4.05658 -1.27493
O 4.67205 3.93089 0.96681
H 2.34108 4.46968 -0.43917
H 2.15466 2.71329 -0.61926
H 4.52387 2.30979 -0.29215
O 2.01542 7.38008 -2.43616
C 1.59178 7.63865 -1.34454
O 1.64417 8.87701 -0.77713
C 0.92703 8.79389 0.44475
C 0.99781 7.33528 0.75984
F -0.10954 6.92764 1.42307
O 1.00541 6.72730 -0.51602
H -0.09755 9.14332 0.28843
H 1.39355 9.40939 1.21608
H 1.89310 7.03782 1.31470
O 11.11069 5.47227 0.97672
C 9.99810 5.22272 0.60629
O 8.86713 5.62630 1.25375
C 7.77322 5.24786 0.43221
C 8.34973 4.13084 -0.37574
F 7.79349 4.08604 -1.60952
O 9.70774 4.49455 -0.50928
H 7.46901 6.10048 -0.18216
H 6.92167 4.92895 1.03518
H 8.27712 3.14785 0.09965
O 1.91881 -0.01967 3.82213
C 2.85016 -0.28167 4.53532
O 2.92745 -1.40234 5.30567
C 4.22314 -1.40731 5.88487
C 4.59776 0.03875 5.84254
F 5.93320 0.18994 5.68344
O 3.95099 0.50647 4.67686
H 4.88753 -2.03392 5.28276
H 4.19685 -1.80135 6.90220
H 4.25957 0.61672 6.70778
O -6.10622 -3.08813 -4.47906
C -6.11806 -4.19331 -4.94265
O -6.24029 -5.33317 -4.20233
C -6.34459 -6.40637 -5.12467
C -5.69530 -5.84286 -6.34729
F -6.25526 -6.34897 -7.47175
O -6.00325 -4.46686 -6.27331
H -7.39968 -6.64951 -5.28113
H -5.83141 -7.29494 -4.75249
H -4.60970 -5.97534 -6.38153
O -2.23866 9.38754 -1.32326
C -2.77525 10.19282 -0.61494
O -4.08177 10.56468 -0.73186
C -4.35840 11.42461 0.36312
C -3.00053 11.93741 0.71917
F -2.90639 12.18184 2.04729
O -2.15151 10.85428 0.40109
H -4.81690 10.84733 1.17133
H -5.04203 12.22383 0.07157
H -2.69258 12.82363 0.15624

As for the SMILES: C#Cc1c(CCCCCCCCCCCCCC)c(P(C)O)cc2c1Sc1ccccc1N2.O=C1OC[C@@H](F)O1.O=C1OC[C@@H](F)O1.O=C1OC[C@@H](F)O1.O=C1OC[C@@H](F)O1.O=C1OC[C@@H](F)O1.O=C1OC[C@@H](F)O1.O=C1OC[C@@H](F)O1. As for the HOMO energy: -7.75 eV. Its energy relative to the best compared isomer or geometry (same formula, charge and spin) is 283.06 kcal per mole. The net charge is 0. The total energy comes out at -5089.989648 hartree. Its molecular weight is 1224.050 g mol⁻¹.


Among the records above, which one has the lowest molecular weight?
C50H61CaN4S2Sb2


HOMO energy of number 1 (C50H61CaN4S2Sb2)?
-9.96 eV


Which of these has the highest molecular weight?
C50H61F7NO22PS